(1)
A cluster of 10 separate species, C36H61F3O30 in total at a distorted geometry, computed with ωB97M-V with the def2-TZVPD basis set.

```
! wB97M-V def2-TZVPD RIJCOSX def2/J DEFGRID3
* xyz 0 1
C -8.280 -7.152 -2.163
C -9.515 -7.328 -1.280
O -8.855 -7.632 -0.098
C -7.577 -7.236 -0.005
O -6.829 -7.480 0.908
O -7.251 -6.705 -1.216
H -8.504 -6.320 -2.832
H -8.063 -8.121 -2.611
H -10.009 -8.257 -1.564
H -10.118 -6.422 -1.345
C 7.777 -6.171 0.541
C 7.499 -5.410 -0.786
O 6.268 -5.694 -1.315
C 5.903 -5.373 -2.600
O 6.652 -4.966 -3.457
O 4.647 -5.803 -2.855
C 3.999 -5.966 -4.134
H 6.887 -6.075 1.163
H 8.674 -5.748 0.992
H 7.880 -7.249 0.414
H 8.240 -5.696 -1.532
H 7.519 -4.324 -0.692
H 4.619 -6.574 -4.793
H 3.805 -5.001 -4.601
H 2.968 -6.319 -4.135
C 2.632 -1.874 4.680
C 1.130 -1.459 4.834
O 0.306 -2.622 5.024
C -0.073 -3.488 4.116
O -0.707 -4.529 4.364
O 0.481 -3.249 2.868
C 0.176 -3.983 1.754
H 3.338 -1.125 5.039
H 2.809 -2.140 3.638
H 2.739 -2.672 5.414
H 0.786 -0.791 4.044
H 1.124 -0.800 5.702
H 0.373 -3.487 0.804
H -0.834 -4.382 1.672
H 0.938 -4.761 1.704
C -7.356 -1.942 7.648
C -7.130 -3.471 7.662
O -6.732 -3.794 9.029
C -6.313 -5.036 9.290
O -6.185 -5.911 8.424
O -6.023 -5.177 10.544
C -5.787 -6.426 11.101
H -6.513 -1.267 7.797
H -8.085 -1.617 8.390
H -7.742 -1.615 6.682
H -6.420 -3.885 6.947
H -8.059 -4.005 7.463
H -6.038 -6.274 12.151
H -4.770 -6.767 10.905
H -6.497 -7.208 10.831
C 8.683 2.031 2.434
C 8.557 3.505 2.909
O 7.713 4.370 2.214
C 6.297 4.302 2.379
O 5.602 3.521 3.065
O 5.754 5.280 1.649
C 4.365 5.516 1.728
H 7.707 1.568 2.289
H 9.232 1.616 3.279
H 9.258 1.860 1.524
H 9.473 4.089 2.817
H 8.190 3.549 3.935
H 4.183 5.571 2.802
H 3.688 4.894 1.143
H 4.061 6.519 1.429
C 6.775 8.790 -3.999
C 7.729 7.847 -4.774
O 7.488 6.464 -4.453
C 8.293 5.439 -4.902
O 9.362 5.513 -5.483
O 7.768 4.349 -4.467
C 8.459 3.143 -4.901
H 7.118 9.824 -4.014
H 6.547 8.513 -2.970
H 5.874 8.866 -4.608
H 8.769 7.962 -4.467
H 7.600 8.089 -5.829
H 8.588 3.107 -5.982
H 7.890 2.299 -4.511
H 9.459 2.973 -4.499
C -3.673 -0.192 0.805
C -3.045 0.843 -0.122
O -1.773 0.330 -0.310
C -0.716 1.037 -0.886
O -0.704 2.225 -1.218
O 0.347 0.164 -0.984
C 1.600 0.623 -1.406
H -3.510 -1.216 0.467
H -4.760 -0.122 0.839
H -3.111 -0.195 1.739
H -3.023 1.742 0.494
H -3.456 1.137 -1.088
H 2.397 -0.120 -1.430
H 1.788 1.365 -0.630
H 1.525 1.048 -2.408
C -8.526 6.046 2.884
C -8.407 6.485 4.313
O -7.001 6.293 4.585
C -6.333 6.305 3.453
O -5.144 6.356 3.256
O -7.230 6.207 2.454
F -9.094 5.597 5.063
H -9.288 6.551 2.291
H -8.773 4.984 2.897
H -8.863 7.465 4.457
C -5.354 -0.144 -7.978
C -4.382 -1.217 -7.591
O -5.129 -2.432 -7.858
C -6.436 -2.086 -7.821
O -7.368 -2.852 -7.986
O -6.522 -0.846 -7.598
F -4.159 -1.187 -6.245
H -5.337 -0.016 -9.060
H -5.131 0.756 -7.404
H -3.465 -1.210 -8.180
C 0.927 6.277 -6.533
C -0.216 5.254 -6.650
O 0.535 4.061 -6.863
C 1.755 4.387 -7.371
O 2.588 3.592 -7.735
O 2.062 5.710 -7.173
F -1.113 5.661 -7.597
H 1.206 6.328 -5.480
H 0.655 7.242 -6.962
H -0.729 5.174 -5.692
*
```

## Properties
- F_max: 5.59 eV/A
- HOMO level: -10.2 eV
- Energy above the lowest of the compared OMol25 structures with the same formula, charge and spin: 124.95 kcal/mol
- Kohn-Sham gap: 10.29 eV
- SMILES string: O=C1OC[C@@H](F)O1.O=C1OC[C@@H](F)O1.O=C1OC[C@@H](F)O1.CCOC(=O)OC.CCOC(=O)OC.CCOC(=O)OC.CCOC(=O)OC.CCOC(=O)OC.CCOC(=O)OC.O=C1OCCO1
- Electronic energy: -3965.01343 a.u.

Mulliken population analysis, charges in e, atoms 1 to 4: C -0.332; C -0.293; O -0.335; C 0.690

(2)
A cluster of 2 separate species, C5H15N3 in total, computed with ωB97M-V with the def2-TZVPD basis set.

```
! wB97M-V def2-TZVPD RIJCOSX def2/J DEFGRID3
* xyz 0 1
C -0.228 -1.474 -2.192
C 1.132 -0.880 -2.501
C 1.812 1.273 -1.996
N 1.041 0.573 -2.704
H -0.158 -2.554 -2.324
H -0.608 -1.261 -1.198
H -0.944 -1.086 -2.915
H 1.462 -1.273 -3.463
H 1.883 -1.088 -1.733
H 2.501 0.815 -1.277
H 1.799 2.351 -2.119
N 0.787 1.314 2.051
C -0.235 0.443 1.489
C -1.207 0.031 2.588
N -2.365 -0.654 2.014
H 0.374 2.167 2.417
H 1.511 1.559 1.392
H 0.254 -0.450 1.097
H -0.829 0.884 0.672
H -0.656 -0.622 3.266
H -1.458 0.932 3.168
H -2.947 -1.045 2.749
H -2.920 0.044 1.518
*
```

## Properties
- F_max: 0.84 eV/A
- HOMO level: -9.3 eV
- Energy above the lowest of the compared OMol25 structures with the same formula, charge and spin: 37.11 kcal/mol
- Kohn-Sham gap: 10.37 eV
- SMILES string: C=NCC.NCCN
- Electronic energy: -363.72797 a.u.

Mulliken population analysis, charges in e, atoms 1 to 4: C -1.018; C -0.287; C -0.341; N -0.381

(3)
A cluster of 2 separate species, C3H11NO2S2 in total at a distorted geometry, computed with ωB97M-V with the def2-TZVPD basis set.

```
! wB97M-V def2-TZVPD RIJCOSX def2/J DEFGRID3
* xyz 0 1
N -0.239 0.489 1.939
C -0.751 0.535 0.479
C -1.893 1.429 0.176
O -2.981 1.103 1.048
C 0.420 0.885 -0.465
S 1.851 -0.224 -0.355
S 1.383 -1.912 0.528
H -1.006 0.568 2.583
H 0.320 1.238 2.087
H -1.156 -0.548 0.440
H -1.783 2.509 0.327
H -2.224 1.425 -0.861
H -3.553 0.455 0.697
H 0.769 1.815 0.072
H 0.098 1.134 -1.409
H 1.192 -1.459 1.795
H -0.858 0.519 -3.594
H 0.259 -0.669 -3.362
O -0.617 -0.269 -3.080
*
```

## Properties
- F_max: 4.55 eV/A
- HOMO level: -8.5 eV
- Energy above the lowest of the compared OMol25 structures with the same formula, charge and spin: 27.00 kcal/mol
- Kohn-Sham gap: 8.97 eV
- SMILES string: N[C@@H](CO)CSS.O
- Electronic energy: -1122.46479 a.u.

Mulliken population analysis, charges in e, atoms 1 to 4: N -0.544; C 0.333; C -0.867; O -0.534

(4)
A cluster of 2 separate species, CH2BNO2 in total at a distorted geometry, computed with ωB97M-V with the def2-TZVPD basis set.

```
! wB97M-V def2-TZVPD RIJCOSX def2/J DEFGRID3
* xyz 0 1
B 0.478 -0.099 -0.125
C -1.773 -0.036 0.187
N -2.870 0.102 -0.119
O 1.028 -1.229 -0.056
O 0.896 1.098 0.092
H 1.986 -1.565 -0.198
H 0.255 1.729 0.219
*
```

## Properties
- F_max: 5.27 eV/A
- HOMO level: -10.9 eV
- Energy above the lowest of the compared OMol25 structures with the same formula, charge and spin: 51.43 kcal/mol
- Kohn-Sham gap: 10.52 eV
- Electronic energy: -269.40164 a.u.

Mulliken population analysis, charges in e, atoms 1 to 4: B 0.480; C -0.123; N -0.403; O -0.343